P) This record from the Open Molecules 2025 dataset describes a cluster of 2 separate species, CH6NO2 in total. The level of theory is the ωB97M-V functional and the def2-TZVPD basis.

Last column: natural (NBO) charge in e.
Atoms and positions in Å:
O (0.93210, -1.62112, -0.01053)  -0.983
H (1.05528, -2.20265, -0.76670)  0.496
H (1.50885, -1.91456, 0.70297)  0.495
H (-1.84055, -0.25157, -0.27829)  0.517
C (-0.24363, 0.78233, -0.48941)  0.591
N (-0.26540, 1.34712, 0.67320)  -0.701
O (-1.05346, -0.16197, -0.83296)  -0.549
H (0.53646, 0.79737, -1.23525)  0.246
H (-0.83936, 1.00880, 1.43452)  0.441
H (0.20971, 2.21625, 0.80246)  0.448

The value obtained for the HOMO energy is -15.818 eV. Its charge is +1. Its spin multiplicity is 1. The calculation puts the LUMO energy at -4.549 eV. The HOMO-LUMO gap is 11.3 eV.



Q) This record from the Open Molecules 2025 dataset describes a cluster of 2 separate species, CH6NO2 in total. The level of theory is the ωB97M-V functional and the def2-TZVPD basis.

Last column: natural (NBO) charge in e.
Atoms and positions in Å:
C (0.96268, 0.02470, -0.40214)  0.758
N (-1.42985, 0.14890, 0.11997)  -1.076
O (1.37404, 1.10091, 0.11412)  -0.563
O (1.18043, -1.10463, 0.16393)  -0.601
H (0.55289, 0.11728, -1.40876)  0.222
H (-1.46020, 0.71412, 0.96400)  0.389
H (-1.87552, -0.73719, 0.33216)  0.389
H (-1.98719, 0.62442, -0.58260)  0.394
H (1.79373, 1.02264, 0.99502)  0.540
H (0.88900, -1.91116, -0.29569)  0.549

The value obtained for the HOMO energy is -15.565 eV. Its charge is +1. Its spin multiplicity is 1. The calculation puts the LUMO energy at -4.320 eV. The HOMO-LUMO gap is 11.2 eV.



R) This record from the Open Molecules 2025 dataset describes a cluster of 2 separate species, CH6NO2 in total. The level of theory is the ωB97M-V functional and the def2-TZVPD basis.

Last column: natural (NBO) charge in e.
Atoms and positions in Å:
N (1.45148, -2.37111, 1.07753)  -0.886
H (0.81606, -2.85555, 1.74995)  0.471
H (1.06513, -2.81747, 0.16346)  0.472
H (2.44242, -2.57830, 1.25415)  0.461
H (1.38907, -1.35713, 0.98541)  0.480
O (-0.62233, 0.07610, 0.19948)  -0.603
C (-0.89692, 0.85769, -0.67702)  0.687
O (-0.36640, 2.07351, -0.91454)  -0.714
H (-1.76971, 0.62861, -1.37625)  0.111
H (-0.95802, 2.78653, -0.61144)  0.522

The value obtained for the HOMO energy is -14.583 eV. Its charge is +1. Its spin multiplicity is 1. The calculation puts the LUMO energy at -4.282 eV. The HOMO-LUMO gap is 10.3 eV.



Least stable: Q)



P) This record from the Open Molecules 2025 dataset describes the molecule C5H4N2O. The level of theory is the ωB97M-V functional and the def2-TZVPD basis.

Last column: natural (NBO) charge in e.
Atoms and positions in Å:
C (1.09730, -0.00516, 0.07225)  0.726
C (-0.44855, -1.41481, -0.31365)  0.094
C (-1.44212, -0.71986, 0.52483)  -0.212
C (-1.52061, 0.56956, 0.45478)  -0.226
C (-0.65696, 1.42316, -0.34835)  0.070
H (-1.09212, -2.26193, -1.00714)  0.192
H (-2.15870, -1.25737, 0.90955)  0.213
H (-2.44916, 0.92361, 0.82757)  0.225
H (-1.00735, 2.34667, -0.77298)  0.207
N (0.70329, -1.00804, -0.78789)  -0.390
N (0.59244, 1.13166, -0.61452)  -0.377
O (1.93286, 0.03329, 0.94009)  -0.522

The value obtained for the HOMO energy is -9.985 eV. As for the SMILES: O=c1nccccn1. Its charge is 0. Its spin multiplicity is 1. The calculation puts the LUMO energy at -0.340 eV. The HOMO-LUMO gap is 9.6 eV.



Q) This record from the Open Molecules 2025 dataset describes the molecule C5H4N2O. The level of theory is the ωB97M-V functional and the def2-TZVPD basis.

Last column: natural (NBO) charge in e.
Atoms and positions in Å:
C (2.38485, -0.36217, 0.14909)  0.525
C (0.16818, -0.57045, -0.06629)  0.427
C (-0.17307, 0.82682, 0.10094)  -0.290
C (-1.51360, 0.87699, -0.01008)  -0.204
C (-2.08474, -0.60735, -0.33324)  0.106
H (3.00750, -0.23207, 1.24037)  0.093
H (0.43621, 1.77260, 0.48552)  0.274
H (-2.20512, 1.62345, -0.30986)  0.223
H (-3.13422, -0.94858, -0.38459)  0.222
N (1.26647, -1.10093, 0.38742)  -0.414
N (-0.97622, -1.44422, -0.37580)  -0.410
O (2.82377, 0.16591, -0.88348)  -0.553

The value obtained for the HOMO energy is -10.028 eV. As for the SMILES: O=C/N=C1\C=CC=N1. Its charge is 0. Its spin multiplicity is 1. The calculation puts the LUMO energy at -1.910 eV. The HOMO-LUMO gap is 8.1 eV.



Least stable: Q)



P) This record from the Open Molecules 2025 dataset describes the molecule C5H4N2O. The level of theory is the ωB97M-V functional and the def2-TZVPD basis.

Last column: natural (NBO) charge in e.
Atoms and positions in Å:
C (0.09434, -2.05754, 0.58452)  0.451
C (-0.00651, -0.55115, 0.04220)  -0.262
C (-0.98336, 0.13910, -0.77481)  0.098
C (-0.02024, 2.04381, -0.43211)  0.232
C (0.98872, 0.09502, 0.55233)  0.072
H (-0.83948, -2.60228, 0.38841)  0.122
H (-1.90406, -0.43805, -1.16036)  0.199
H (-0.13658, 3.17315, -0.73602)  0.207
H (1.84278, -0.35535, 1.01097)  0.234
N (-1.07187, 1.45190, -1.08069)  -0.428
N (1.12751, 1.42180, 0.20551)  -0.432
O (0.90874, -2.32040, 1.40004)  -0.492

The value obtained for the HOMO energy is -9.931 eV. As for the SMILES: O=Cc1cncnc1. Its charge is 0. Its spin multiplicity is 1. The calculation puts the LUMO energy at -0.344 eV. The HOMO-LUMO gap is 9.6 eV.



Q) This record from the Open Molecules 2025 dataset describes a structure of composition C5H4N2O. The level of theory is the ωB97M-V functional and the def2-TZVPD basis.

Last column: natural (NBO) charge in e.
Atoms and positions in Å:
C (-0.78566, -0.74074, 1.23155)  0.550
C (0.58538, -1.31741, 1.00049)  -0.292
C (0.26044, 1.13512, -1.58502)  -0.058
C (-0.74373, 1.25733, -0.70141)  -0.299
C (-0.76923, 0.11516, 0.03055)  -0.005
H (1.36369, -0.95076, 1.71180)  0.235
H (0.84956, -2.28624, 0.62879)  0.238
H (0.74245, 1.87273, -2.12752)  0.209
H (-1.30522, 2.06774, -0.79476)  0.221
N (0.32729, -0.40272, -0.28422)  -0.078
N (1.16495, 0.19904, -1.13067)  -0.240
O (-1.68992, -0.94925, 2.02042)  -0.481

The value obtained for the HOMO energy is -9.782 eV. Its charge is 0. Its spin multiplicity is 1. The calculation puts the LUMO energy at 0.371 eV. The HOMO-LUMO gap is 10.2 eV.



R) This record from the Open Molecules 2025 dataset describes the molecule C5H4N2O. The level of theory is the ωB97M-V functional and the def2-TZVPD basis.

Last column: natural (NBO) charge in e.
Atoms and positions in Å:
C (1.19922, 0.10983, -0.04128)  0.615
C (0.39940, -0.97495, -0.74726)  -0.683
C (-0.83194, -1.52117, -0.18721)  0.265
C (0.09476, 0.78023, 0.83625)  -0.618
C (-0.76327, 1.68291, -0.13558)  0.249
H (1.28907, -1.90104, -0.71207)  0.288
H (-0.06867, -0.75805, -1.78037)  0.324
H (0.56424, 1.67559, 1.67858)  0.274
H (-0.51743, -0.11391, 1.31290)  0.309
N (-1.98432, -1.42838, 0.46450)  -0.279
N (-1.70695, 2.07680, -0.65817)  -0.293
O (2.32589, 0.37215, -0.03029)  -0.452

The value obtained for the HOMO energy is -10.608 eV. As for the SMILES: N#CCC(=O)CC#N. Its charge is 0. Its spin multiplicity is 1. The calculation puts the LUMO energy at -0.428 eV. The HOMO-LUMO gap is 10.2 eV.



Least stable: R)



P) This record from the Open Molecules 2025 dataset describes the molecule C4H4FN. The level of theory is the ωB97M-V functional and the def2-TZVPD basis.

Last column: natural (NBO) charge in e.
Atoms and positions in Å:
C (0.76700, -0.73627, -0.29704)  -0.459
C (-0.02838, 0.22647, 0.17693)  0.521
C (2.09965, -0.55816, 0.03846)  0.256
C (-1.51149, 0.40597, 0.05636)  -0.699
N (3.23619, -0.41399, 0.19571)  -0.297
F (0.59883, 1.21871, 0.88429)  -0.328
H (0.25506, -1.40015, -1.06018)  0.263
H (-1.97322, -0.51527, 0.53150)  0.250
H (-1.68286, 0.39884, -1.00667)  0.242
H (-1.76077, 1.37386, 0.48064)  0.252

The value obtained for the HOMO energy is -9.960 eV. As for the SMILES: C/C(F)=C/C#N. Its charge is 0. Its spin multiplicity is 1. The calculation puts the LUMO energy at 0.624 eV. The HOMO-LUMO gap is 10.6 eV.



Q) This record from the Open Molecules 2025 dataset describes the molecule C4H4FN. The level of theory is the ωB97M-V functional and the def2-TZVPD basis.

Last column: natural (NBO) charge in e.
Atoms and positions in Å:
C (0.08328, -0.54680, 0.88004)  0.317
C (0.96613, 0.42500, 0.54042)  -0.365
C (0.68035, 0.75493, -0.78612)  -0.045
C (-0.97230, -0.67209, 0.00907)  -0.171
H (1.99759, 0.19986, 0.88002)  0.233
H (1.08020, 1.46498, -1.46775)  0.218
H (-1.44565, 0.51123, -1.47753)  0.415
H (-2.02147, -0.98030, 0.45018)  0.239
N (-0.60206, 0.17646, -1.01499)  -0.509
F (0.23394, -1.33327, 1.98667)  -0.332

The value obtained for the HOMO energy is -8.461 eV. As for the SMILES: Fc1cc[nH]c1. Its charge is 0. Its spin multiplicity is 1. The calculation puts the LUMO energy at 0.966 eV. The HOMO-LUMO gap is 9.4 eV.



Least stable: Q)